Record 1
{"formula": "C2H5N3O", "method": "wB97M-V/def2-TZVPD", "symbols": ["C", "C", "H", "H", "H", "H", "H", "N", "N", "N", "O"], "coordinates": [[-0.3347, -0.6470, 0.6108], [0.0633, 1.1272, -1.4080], [2.1678, -0.0280, 2.2095], [-0.5805, -1.8447, 1.0489], [-2.2731, -0.4530, -0.1356], [0.2438, 1.4623, -2.6117], [0.8540, 1.0996, -0.5516], [0.6570, 0.2395, 1.0628], [-1.2931, -0.3581, -0.3137], [-1.0467, 0.3784, -1.6174], [1.5423, -0.9762, 1.7061]], "forces_ev_per_a": [[0.200, 0.296, 2.181], [-1.886, -1.549, -5.914], [-2.303, -5.152, -1.880], [1.454, 3.789, -0.712], [-0.122, -0.695, 0.006], [0.345, -0.177, 3.671], [-1.819, 0.324, -1.469], [-2.611, -7.703, -1.256], [0.685, 1.229, -1.987], [3.730, 1.740, 5.281], [2.328, 7.896, 2.080]], "homo_ev": -9.044, "gap_ha": 0.3464, "de_lowest_ev": 8.743, "energy_ev": -8664.89987}

***

Record 2
{"formula": "C2H5N3O", "method": "wB97M-V/def2-TZVPD", "symbols": ["C", "C", "H", "H", "H", "H", "H", "N", "N", "N", "O"], "coordinates": [[0.4015, -0.5798, 0.2821], [-0.2209, 0.7491, -0.0469], [1.8259, -1.3751, 1.3008], [1.2388, 0.2007, 1.9805], [-0.4568, -1.3008, -1.0705], [-1.3147, 1.8450, -1.3333], [-2.0354, 0.1418, -1.2504], [1.2560, -0.6469, 1.2968], [0.3711, -1.6704, -0.4663], [-1.0809, 0.7554, -1.1144], [0.0154, 1.8809, 0.4216]], "forces_ev_per_a": [[1.577, -2.866, -0.913], [-1.344, 2.706, 0.103], [3.048, -3.645, 0.649], [0.718, -2.523, -1.714], [1.961, -1.898, -0.032], [0.614, -3.669, 0.775], [3.618, 1.709, 0.767], [-2.987, 7.553, 2.865], [-3.739, 3.782, -0.693], [-4.430, 1.629, -2.046], [0.963, -2.777, 0.239]], "homo_ev": -9.215, "smiles": "[H]/N=C(/N)C(N)=O", "gap_ha": 0.3470, "de_lowest_ev": 2.202, "energy_ev": -8671.44055}

***

Record 3
{"formula": "C2H5N3O", "method": "wB97M-V/def2-TZVPD", "symbols": ["C", "C", "H", "H", "H", "H", "H", "N", "N", "N", "O"], "coordinates": [[0.9017, 1.2216, -0.0102], [-2.1929, -0.2920, -0.0070], [0.9103, -1.4508, -0.0364], [2.5539, -1.4279, -0.0216], [1.0990, 2.2778, -0.3116], [-2.5950, -1.2664, -0.2568], [-2.9634, 0.4861, 0.1448], [1.7797, -0.9002, 0.2839], [1.8583, 0.4187, -0.1316], [-0.9163, -0.1488, -0.0070], [-0.4352, 1.0819, 0.3534]], "forces_ev_per_a": [[0.199, 1.497, -0.849], [0.589, 0.960, -0.093], [1.472, 1.665, 0.795], [1.241, -0.065, -0.474], [-0.302, -0.937, 0.485], [0.428, -0.105, -0.052], [0.804, -0.052, 0.250], [-2.829, -1.016, -0.289], [-0.067, -0.735, 0.402], [-1.494, -1.408, -0.059], [-0.043, 0.196, -0.116]], "homo_ev": -8.779, "smiles": "C=NO/C=N\\N", "gap_ha": 0.3611, "de_lowest_ev": 4.428, "energy_ev": -8669.21464}